{
  "formula": "C28H23BrN4O10SSr",
  "method": "wB97M-V/def2-TZVPD",
  "symbols": ["Sr", "O", "C", "C", "C", "N", "C", "C", "C", "O", "O", "C", "O", "O", "H", "H", "H", "C", "C", "C", "C", "C", "C", "C", "S", "O", "O", "N", "C", "C", "C", "C", "C", "N", "H", "H", "H", "H", "H", "H", "H", "H", "H", "H", "H", "C", "C", "N", "O", "H", "H", "H", "H", "H", "Br", "C", "C", "C", "C", "C", "C", "C", "O", "O", "H", "H", "H", "H"],
  "positions_angstrom": [[0.5437, 0.0468, -0.2922], [3.6672, 1.9011, 5.2979], [3.0112, 1.4986, 4.1602], [1.8341, 0.7696, 4.2279], [1.2264, 0.3982, 3.0388], [1.7549, 0.7260, 1.8688], [2.8688, 1.4458, 1.7942], [3.5477, 1.8517, 2.9313], [3.3562, 1.8278, 0.3902], [4.5568, 2.1811, 0.3103], [2.5319, 1.7217, -0.5455], [-0.1325, -0.3297, 3.0366], [-0.5852, -0.6330, 4.1477], [-0.6585, -0.5009, 1.8995], [3.1476, 1.5969, 6.0469], [1.3624, 0.4919, 5.1634], [4.4575, 2.4279, 2.8490], [-6.7707, 2.1090, 2.4548], [-5.4179, 2.4406, 1.8802], [-5.2174, 3.5978, 1.1393], [-3.9670, 3.8949, 0.6050], [-2.9124, 3.0294, 0.8178], [-3.0893, 1.8621, 1.5595], [-4.3380, 1.5782, 2.0817], [-1.2820, 3.3792, 0.1855], [-1.3607, 4.6754, -0.4620], [-0.4150, 3.2612, 1.3289], [-1.0066, 2.1569, -0.7856], [-0.9215, 2.1971, -2.1376], [-1.2207, 3.2737, -3.0121], [-1.0562, 3.0975, -4.3656], [-0.5988, 1.8826, -4.8780], [-0.3311, 0.8832, -3.9642], [-0.4939, 1.0209, -2.6523], [-7.4774, 2.9252, 2.2963], [-6.7064, 1.9194, 3.5284], [-7.1855, 1.2102, 1.9922], [-6.0459, 4.2801, 0.9776], [-3.8003, 4.7984, 0.0322], [-2.2562, 1.1845, 1.7262], [-4.4715, 0.6709, 2.6610], [-1.5500, 4.2166, -2.6067], [-1.2807, 3.9218, -5.0343], [-0.4503, 1.7203, -5.9369], [0.0294, -0.0886, -4.2884], [4.6140, -2.3284, -2.0732], [4.3383, -1.0874, -1.2393], [5.2115, -0.0658, -1.3776], [3.3695, -1.0522, -0.5058], [5.6092, -2.3397, -2.5216], [3.8627, -2.3779, -2.8628], [4.4788, -3.2037, -1.4404], [5.9545, -0.1335, -2.0456], [5.0406, 0.8249, -0.8951], [-1.2698, -6.6120, -4.1751], [-0.4665, -6.2361, -2.4805], [-0.1764, -7.2962, -1.6383], [0.4064, -7.0183, -0.4075], [0.6878, -5.7087, -0.0436], [0.3891, -4.6585, -0.9020], [-0.1965, -4.9249, -2.1347], [0.7031, -3.2147, -0.4816], [1.2434, -3.0632, 0.6158], [0.3596, -2.3230, -1.3121], [-0.4036, -8.3107, -1.9372], [0.6377, -7.8332, 0.2686], [1.1384, -5.4627, 0.9092], [-0.4282, -4.0940, -2.7870]],
  "forces_ev_per_angstrom": [[0.4, -0.5, 0.2], [0.0, 0.0, 0.0], [0.0, 0.0, 0.0], [0.0, 0.0, 0.0], [0.1, 0.1, 0.1], [-0.2, 0.1, -0.3], [0.0, 0.0, 0.2], [0.0, 0.0, 0.0], [0.1, 0.0, 0.0], [0.0, -0.1, -0.1], [-0.1, -0.1, 0.1], [0.0, 0.0, 0.0], [0.0, 0.0, 0.0], [0.1, 0.2, 0.0], [0.0, 0.0, 0.1], [0.0, 0.0, 0.0], [0.0, 0.0, 0.0], [0.0, 0.0, 0.0], [0.0, 0.0, 0.0], [0.0, 0.0, 0.0], [0.0, 0.1, 0.0], [0.1, -0.1, 0.0], [0.0, 0.0, 0.0], [0.0, 0.0, 0.0], [-0.1, 0.0, 0.1], [-0.1, 0.0, -0.1], [0.0, 0.0, 0.0], [0.1, 0.3, 0.2], [0.0, -0.1, -0.3], [0.0, 0.0, 0.0], [0.0, 0.0, 0.1], [0.0, 0.0, 0.0], [-0.1, 0.0, 0.0], [0.1, 0.0, 0.0], [0.0, 0.0, 0.0], [0.0, 0.0, 0.0], [0.0, 0.0, 0.0], [0.0, 0.0, 0.0], [0.0, 0.0, 0.0], [0.0, 0.0, 0.0], [0.0, 0.0, 0.0], [0.0, 0.0, 0.0], [0.0, 0.0, 0.0], [0.0, 0.0, 0.0], [0.0, 0.0, 0.0], [0.0, 0.0, 0.0], [0.0, -0.1, -0.1], [0.0, 0.1, 0.0], [-0.1, 0.0, 0.1], [0.0, 0.0, 0.0], [0.0, 0.0, 0.0], [0.0, 0.0, 0.0], [0.0, 0.0, 0.0], [0.0, 0.0, 0.0], [0.0, 0.0, 0.0], [0.0, 0.0, 0.0], [0.0, 0.0, 0.0], [0.0, 0.0, 0.0], [0.0, -0.1, 0.0], [0.0, 0.0, 0.0], [0.0, 0.0, 0.0], [0.0, 0.1, 0.0], [-0.1, 0.0, 0.0], [-0.1, 0.1, 0.0], [0.0, 0.0, 0.0], [0.0, 0.0, 0.0], [0.0, 0.0, 0.0], [0.0, 0.0, 0.0]],
  "lowdin_charge": [1.5398, 0.0347, -0.2911, 0.0475, -0.1664, 0.0678, -0.1658, 0.0600, -0.6477, -0.0551, -0.1174, -0.6379, -0.0210, -0.1641, 0.0898, 0.1154, 0.1193, -0.0698, -0.2910, -0.0631, -0.0638, -0.2610, -0.0294, -0.0306, 0.5769, -0.3431, -0.2990, -0.1898, -0.4016, -0.0205, -0.1036, -0.1143, -0.1637, 0.0248, 0.0630, 0.0733, 0.0745, 0.0975, 0.1021, 0.0964, 0.1179, 0.0832, 0.0930, 0.0795, 0.1047, -0.0088, -0.5782, 0.1779, 0.0215, 0.0584, 0.0821, 0.0808, 0.0835, 0.0668, 0.6545, -0.6823, -0.1643, -0.0934, -0.0249, -0.1114, -0.0728, -0.6683, 0.0028, -0.1710, 0.0842, 0.0930, 0.1128, 0.1068],
  "de_lowest_kj_mol": 15.4,
  "charge": -2
}

***

{
  "formula": "C18H54B2F8KO9",
  "method": "wB97M-V/def2-TZVPD",
  "symbols": ["K", "B", "F", "F", "F", "F", "B", "F", "F", "F", "F", "C", "C", "O", "H", "H", "H", "H", "H", "H", "C", "C", "O", "H", "H", "H", "H", "H", "H", "C", "C", "O", "H", "H", "H", "H", "H", "H", "C", "C", "O", "H", "H", "H", "H", "H", "H", "C", "C", "O", "H", "H", "H", "H", "H", "H", "C", "C", "O", "H", "H", "H", "H", "H", "H", "C", "C", "O", "H", "H", "H", "H", "H", "H", "C", "C", "O", "H", "H", "H", "H", "H", "H", "C", "C", "O", "H", "H", "H", "H", "H", "H"],
  "positions_angstrom": [[0.9386, 1.0241, -0.1328], [3.0099, -1.5908, 0.4545], [1.7891, -1.8118, 0.9481], [3.1676, -0.2482, 0.3420], [3.9957, -2.1400, 1.2677], [3.0566, -2.0990, -0.7978], [1.5934, 2.4562, -3.2956], [0.6269, 3.0373, -2.5307], [1.1738, 2.5342, -4.6153], [2.7912, 2.9684, -2.9660], [1.4946, 1.1623, -2.8531], [7.2318, 2.0051, -3.2714], [5.7807, 1.6877, -3.1690], [5.3803, 1.5262, -1.8960], [7.5094, 1.9786, -4.3251], [7.7411, 1.1700, -2.7904], [7.5512, 2.9859, -2.9192], [5.6387, 0.7174, -3.6449], [5.1525, 2.3782, -3.7318], [4.6084, 2.0967, -1.8774], [-3.0561, 5.0691, 2.1190], [-1.9396, 5.3992, 1.1110], [-1.3572, 4.2047, 0.6839], [-2.7209, 4.8708, 3.1370], [-3.7270, 4.2316, 1.9278], [-3.7220, 5.9202, 2.2613], [-1.1804, 6.1013, 1.4558], [-2.4319, 5.9462, 0.3069], [-1.8330, 3.8012, -0.0458], [-3.5399, 3.6386, -4.2541], [-3.5197, 2.5680, -3.1694], [-2.6127, 2.9294, -2.1881], [-2.5542, 3.9365, -4.6118], [-3.9310, 4.5778, -3.8629], [-4.2295, 3.4673, -5.0806], [-3.2255, 1.5951, -3.5631], [-4.5240, 2.5602, -2.7458], [-1.7532, 2.8822, -2.6131], [0.9931, 1.4879, 3.3702], [0.7925, 2.9705, 2.8944], [0.9281, 3.0733, 1.5232], [0.9004, 1.4011, 4.4528], [1.9514, 1.0105, 3.1659], [0.2252, 0.9622, 2.8026], [1.5519, 3.5713, 3.3948], [-0.1477, 3.3738, 3.2707], [0.2009, 3.6128, 1.2044], [-1.9887, -3.9239, 3.2371], [-1.0454, -2.6823, 2.9683], [-1.6730, -1.5378, 2.4938], [-2.7900, -3.8176, 3.9683], [-1.4596, -4.8651, 3.3859], [-2.4466, -4.1595, 2.2764], [-0.3163, -2.8474, 2.1750], [-0.4799, -2.3533, 3.8401], [-2.3355, -1.2709, 3.1353], [0.3151, -5.2910, -2.2585], [1.3157, -4.2260, -1.9555], [2.0542, -4.5927, -0.7969], [0.7574, -6.1959, -2.6754], [-0.4980, -4.9099, -2.8763], [-0.1771, -5.6237, -1.3446], [0.8683, -3.2359, -1.8684], [1.8436, -4.0995, -2.9007], [2.5542, -3.8323, -0.4916], [-3.9989, 1.1747, 0.5336], [-4.8537, -0.0255, 0.9938], [-5.7212, 0.2802, 2.0251], [-3.2530, 1.5768, 1.2193], [-4.7189, 1.9846, 0.4160], [-3.5649, 1.1220, -0.4648], [-4.1691, -0.8125, 1.3103], [-5.4368, -0.4309, 0.1670], [-5.1812, 0.1637, 2.8103], [-0.8971, -0.9579, -2.5995], [-1.5646, -1.5380, -1.3571], [-1.0739, -0.8414, -0.2304], [-1.0802, -1.5183, -3.5164], [0.1746, -0.9362, -2.4019], [-1.2778, 0.0438, -2.7990], [-1.4587, -2.6154, -1.2303], [-2.6144, -1.2452, -1.3781], [-1.2780, -1.4471, 0.4859], [2.2494, -5.5408, 3.7184], [2.8254, -4.2084, 3.4271], [1.9486, -3.0973, 3.3804], [2.1239, -5.7690, 4.7768], [2.7342, -6.3050, 3.1108], [1.2337, -5.5167, 3.3236], [3.0661, -4.2291, 2.3642], [3.7682, -4.0799, 3.9589], [1.7503, -2.7670, 2.5011]],
  "forces_ev_per_angstrom": [[0.3, -0.2, -0.5], [2.3, 0.3, 0.1], [-3.4, -0.9, 1.7], [0.4, 2.6, 0.2], [0.2, -0.3, 0.3], [0.3, -1.3, -2.1], [-1.4, -0.8, -0.5], [-2.3, 2.4, 1.7], [0.6, 0.3, -0.8], [2.1, 0.9, -0.2], [0.7, -2.8, 0.2], [0.7, -0.1, -0.8], [0.5, -0.6, -2.7], [-1.2, 0.8, 2.5], [0.1, -0.1, -0.2], [0.4, 0.4, 0.2], [-0.2, -0.1, 0.5], [0.1, -0.2, -0.6], [0.0, 0.3, 0.0], [-0.5, -0.2, 0.9], [-0.2, 0.9, 1.2], [-1.9, -0.1, 0.1], [1.0, -0.3, -0.2], [0.6, -0.1, 0.0], [0.4, -0.1, -0.9], [0.0, 0.3, -0.2], [0.1, -0.4, 0.5], [0.1, -0.2, -0.5], [-0.2, 0.0, -0.3], [-0.4, 0.9, -0.2], [-0.6, 0.6, -1.2], [0.6, 0.2, 1.3], [0.1, -0.5, -0.2], [0.0, 0.0, 0.6], [0.3, -0.6, -0.2], [-0.4, -0.2, -0.2], [0.1, -0.5, 0.3], [0.7, 0.1, 0.2], [-0.5, 1.0, -0.6], [1.4, -1.0, 2.0], [0.2, -0.2, -0.6], [-0.6, 0.0, 0.0], [0.2, 0.5, -0.5], [-0.1, -0.6, 0.5], [0.3, 0.3, 0.0], [-0.4, -0.3, -0.2], [-0.4, 0.3, -0.5], [0.7, 0.5, -1.6], [0.6, -1.2, 0.9], [-1.7, 1.0, -0.6], [0.3, 0.3, 0.2], [0.5, 0.3, 0.6], [-0.5, 0.3, -0.2], [0.0, -0.8, 0.2], [0.1, -0.7, 0.3], [-0.1, 0.2, 0.0], [-1.0, -0.6, 0.8], [0.1, 0.4, -0.2], [-0.4, -0.5, -0.7], [0.1, 0.2, -0.3], [0.2, -0.1, -0.4], [0.0, 0.0, 0.3], [-0.4, 0.0, 0.6], [1.2, -0.1, 0.2], [0.2, 0.4, -0.3], [-1.2, 0.7, -0.4], [2.0, -0.2, -1.4], [-0.5, 0.3, 1.2], [0.1, -0.6, 0.3], [-0.2, 0.3, 0.1], [0.2, -0.6, 0.1], [0.0, -0.4, -0.1], [0.0, 0.2, -0.1], [-0.4, 0.2, 0.4], [0.0, -0.4, 0.3], [-0.7, 1.1, -1.0], [0.6, -0.4, 0.3], [0.0, -0.3, 0.1], [0.0, 0.2, -0.4], [0.2, 0.2, 0.2], [0.1, -0.1, -0.2], [-0.5, -0.7, -0.4], [0.1, 0.5, 0.8], [-1.8, -0.3, 0.1], [0.7, 0.8, -3.1], [-0.7, 0.1, 2.7], [0.4, -0.3, 0.0], [0.3, -0.2, 0.6], [-0.3, -0.1, -0.1], [1.0, -0.6, 0.0], [-0.2, 0.8, 0.3], [0.7, -0.2, -0.3]],
  "lowdin_charge": [0.8925, -1.4912, 0.1775, 0.1110, 0.1479, 0.1798, -1.4438, 0.1201, 0.1261, 0.1890, 0.0956, -0.0969, -0.4121, -0.0287, 0.0662, 0.0755, 0.0703, 0.1139, 0.1135, 0.0747, -0.0787, -0.2767, -0.0806, 0.0622, 0.0640, 0.0642, 0.1202, 0.1107, 0.0859, -0.0841, -0.3346, -0.0805, 0.0790, 0.0677, 0.0691, 0.1089, 0.1119, 0.0737, -0.0523, -0.3199, -0.1536, 0.0705, 0.0807, 0.0580, 0.1030, 0.1068, 0.0303, -0.0476, -0.2948, -0.0956, 0.0623, 0.0590, 0.0619, 0.0998, 0.1080, 0.0864, -0.1065, -0.3341, -0.0601, 0.0705, 0.0679, 0.0678, 0.0903, 0.1117, 0.0411, -0.0691, -0.3393, -0.0595, 0.0686, 0.0672, 0.0538, 0.0942, 0.1141, 0.0816, -0.0570, -0.2991, -0.1521, 0.0814, 0.0669, 0.0672, 0.1123, 0.0994, 0.0438, -0.0955, -0.3250, -0.0866, 0.0674, 0.0777, 0.0626, 0.1037, 0.1151, 0.0315],
  "charge": -1
}

***

{
  "formula": "C5H10O2",
  "method": "wB97M-V/def2-TZVPD",
  "symbols": ["C", "C", "O", "C", "C", "C", "O", "H", "H", "H", "H", "H", "H", "H", "H", "H", "H"],
  "positions_angstrom": [[-1.4267, -1.2342, -1.1655], [-0.3874, -0.7294, -0.1804], [0.7271, -0.2058, -0.9245], [1.6974, 0.2372, 0.0229], [0.9968, 0.8678, 1.2034], [-0.7978, 0.4216, 0.6722], [-1.3004, 1.5028, 0.0050], [-0.9908, -2.0178, -1.7909], [-1.7810, -0.4266, -1.8139], [-2.2863, -1.6470, -0.6280], [-0.0445, -1.5492, 0.4686], [2.3489, 0.9330, -0.5069], [2.2996, -0.6213, 0.3516], [1.4228, 0.5290, 2.1756], [0.9605, 1.9596, 1.2173], [-0.6243, 0.4588, 1.7350], [-0.8140, 1.5214, -0.8415]],
  "forces_ev_per_angstrom": [[0.0, 0.0, 0.0], [0.0, -0.1, 0.1], [0.1, -0.3, -0.3], [0.4, 0.0, -0.2], [-0.4, 0.0, -1.0], [3.5, 0.7, 1.2], [0.0, 0.0, -0.1], [-0.1, 0.1, 0.1], [0.1, -0.1, 0.1], [0.1, 0.1, -0.1], [0.0, 0.0, -0.1], [0.0, -0.1, 0.0], [-0.1, 0.0, -0.1], [-0.8, -0.1, -0.5], [0.0, -0.1, -0.2], [-2.6, -0.5, 0.8], [-0.3, 0.2, 0.3]],
  "lowdin_charge": [-0.0234, -0.3806, -0.1324, -0.2386, -0.0597, -0.2311, 0.0049, 0.0846, 0.0833, 0.0897, 0.1545, 0.1173, 0.1161, 0.1015, 0.0909, 0.1079, 0.1150],
  "de_lowest_kj_mol": 349.0
}

***

Number 1: E_LUMO 0.138 Ha, Kohn-Sham gap 6.93 eV, molar mass 775.101 u. Number 2: E_LUMO 0.063 Ha, Kohn-Sham gap 8.68 eV, molar mass 627.327 u. Number 3: E_LUMO 0.037 Ha, Kohn-Sham gap 9.66 eV, molar mass 102.133 u.